Record 1
Entry from OMol25: a structure of composition C41H75NO17Pb2S5 at a distorted geometry (wB97M-V/def2-TZVPD).

Computed properties:
* electronic energy: -5317.2747 a.u.
* total charge: 0
* orbital gap: 4.55 eV
* HOMO level: -6.616 eV
* F_max: 0.0955 hartree/bohr

```
141
Properties=species:S:1:pos:R:3:mulliken_charge:R:1
Pb -7.788 4.733 -8.651 1.68
Pb -10.690 7.625 -8.333 1.38
C -6.791 8.958 -6.916 -1.29
C -7.231 7.439 -6.747 1.33
C -7.403 6.911 -5.337 1.87
O -8.254 7.080 -7.601 0.24
H -6.000 9.365 -6.287 -0.15
H -7.683 9.579 -6.830 0.41
H -6.558 8.979 -7.981 0.33
H -6.387 6.892 -7.167 -1.29
H -6.624 7.230 -4.644 -0.42
H -7.460 5.849 -5.573 -0.69
H -8.326 7.422 -5.061 -0.99
C -10.964 7.509 -11.539 -1.09
C -9.611 6.702 -11.273 -0.22
C -8.484 7.713 -11.077 -0.41
O -9.686 5.925 -10.179 -0.74
H -11.120 8.200 -10.710 0.11
H -11.873 6.909 -11.520 0.32
H -10.957 8.135 -12.431 0.39
H -9.366 6.025 -12.091 0.39
H -8.892 8.673 -10.761 0.22
H -7.963 7.935 -12.008 0.48
H -7.632 7.473 -10.441 -0.14
C -11.367 4.655 -5.394 -0.59
C -10.319 4.285 -6.160 0.83
C -9.126 3.565 -5.636 0.05
O -8.062 3.359 -6.335 -0.67
C -8.969 3.274 -4.343 -0.56
C -9.918 3.761 -3.395 0.63
C -11.278 4.353 -3.927 0.20
O -12.261 4.444 -3.152 -0.68
O -9.874 3.578 -2.133 -0.74
O -10.454 4.499 -7.394 -0.88
H -12.154 5.264 -5.814 0.48
H -8.141 2.814 -3.824 0.37
C -6.029 12.292 -8.276 0.20
C -7.334 11.958 -9.033 -0.12
C -7.504 13.325 -9.684 -1.02
S -5.930 13.978 -10.470 1.02
O -5.722 15.372 -10.028 -0.63
O -5.843 13.565 -11.862 -0.62
C -4.967 12.832 -9.301 -0.72
H -5.654 11.379 -7.813 -0.64
H -6.258 13.029 -7.506 0.44
H -8.198 11.672 -8.433 0.30
H -7.149 11.183 -9.776 0.15
H -7.598 13.985 -8.821 0.38
H -8.296 13.552 -10.398 0.52
H -3.970 13.209 -9.073 0.63
H -4.700 11.955 -9.890 0.13
C -6.821 5.355 -1.717 0.50
C -6.713 6.830 -1.585 0.78
C -6.360 7.108 -0.147 -0.93
S -5.136 5.885 0.431 1.01
O -5.692 5.350 1.686 -0.65
O -3.924 6.669 0.463 -0.61
C -5.485 4.847 -1.178 -0.89
H -6.899 5.175 -2.789 -0.69
H -7.628 4.823 -1.214 0.30
H -7.686 7.259 -1.824 -0.28
H -6.055 7.189 -2.377 -0.36
H -7.124 7.246 0.618 0.47
H -5.947 8.105 -0.304 0.45
H -5.194 3.806 -1.045 0.59
H -4.777 5.103 -1.966 0.31
C -4.827 2.213 -4.748 -0.11
C -4.320 1.159 -5.665 -1.02
C -4.432 1.583 -7.186 -0.81
S -4.336 3.401 -7.117 0.99
O -5.473 4.001 -7.747 -0.35
O -3.032 3.857 -7.593 -0.75
C -4.428 3.619 -5.305 -0.66
H -4.482 1.881 -3.768 0.39
H -5.881 2.004 -4.931 -0.01
H -4.899 0.278 -5.388 0.47
H -3.296 0.905 -5.392 0.37
H -5.485 1.492 -7.454 0.31
H -3.810 1.044 -7.901 0.46
H -4.946 4.541 -5.040 0.19
H -3.348 3.720 -5.193 0.48
C -3.133 8.633 -10.643 -1.04
C -2.825 8.601 -9.074 0.15
C -3.446 7.243 -8.499 0.37
S -4.236 6.314 -9.896 0.82
O -5.615 6.007 -9.645 -0.39
O -3.327 5.301 -10.450 -0.70
C -4.261 7.669 -11.022 -0.42
H -2.210 8.304 -11.120 0.32
H -3.215 9.703 -10.834 0.50
H -3.262 9.509 -8.661 -0.26
H -1.735 8.606 -9.097 0.22
H -4.136 7.317 -7.658 -0.88
H -2.627 6.593 -8.190 0.71
H -5.226 8.177 -11.029 -0.05
H -4.152 7.174 -11.987 0.58
C -9.379 9.806 -3.017 0.06
C -9.782 11.040 -3.972 -0.77
C -11.067 10.702 -4.827 -0.77
S -11.381 8.948 -4.526 1.18
O -10.833 8.262 -5.675 -0.57
O -12.795 8.759 -4.197 -0.75
C -10.412 8.699 -3.067 -0.72
H -9.312 10.215 -2.009 0.47
H -8.510 9.260 -3.385 -0.27
H -8.911 11.472 -4.465 0.42
H -10.178 11.914 -3.456 0.30
H -10.873 10.648 -5.898 0.23
H -11.948 11.224 -4.456 0.47
H -10.011 7.687 -3.001 0.15
H -11.187 8.839 -2.313 0.55
C -3.736 9.209 -3.005 -1.88
C -2.881 9.563 -4.337 1.53
C -3.437 10.970 -4.897 -0.19
C -2.619 11.690 -5.924 0.00
C -1.286 11.798 -5.293 -1.93
C -0.536 10.581 -4.794 1.55
N -1.483 9.729 -3.953 0.30
O -0.870 8.744 -3.276 -0.46
C -0.176 9.734 -6.036 -1.45
C 0.828 10.948 -4.082 -1.89
C -2.922 8.349 -5.342 -0.91
H -3.361 8.320 -2.498 0.62
H -4.743 9.106 -3.409 0.12
H -3.702 10.131 -2.424 0.45
H -4.345 10.658 -5.412 -0.77
H -3.865 11.602 -4.119 0.66
H -3.123 12.649 -6.040 0.52
H -2.515 11.089 -6.828 -0.12
H -1.331 12.532 -4.489 0.46
H -0.725 12.351 -6.046 0.50
H -0.964 9.859 -6.779 -0.02
H 0.776 10.093 -6.425 0.56
H -0.098 8.686 -5.749 0.29
H 1.554 10.135 -4.071 0.36
H 1.301 11.825 -4.524 0.41
H 0.621 11.243 -3.053 0.46
H -2.226 7.511 -5.304 0.50
H -2.596 8.669 -6.332 -0.05
H -3.878 7.844 -5.480 -0.06
H -0.737 8.977 -2.354 0.36
```


Record 2
Entry from OMol25: a cluster of 5 separate species, C41H78O13 in total at a distorted geometry (wB97M-V/def2-TZVPD).

Computed properties:
* electronic energy: -2586.2637 a.u.
* total charge: 0
* orbital gap: 8.31 eV
* HOMO level: -8.707 eV
* F_max: 0.1899 hartree/bohr

```
132
Properties=species:S:1:pos:R:3:mulliken_charge:R:1
C 12.248 -1.691 3.050 -0.53
O 10.864 -1.343 2.588 -0.31
C 10.942 -0.379 1.456 -0.20
C 9.550 0.507 1.294 -0.42
C 8.308 -0.547 1.056 -0.46
C 7.154 0.252 0.210 -0.50
C 5.832 -0.688 -0.064 -0.57
C 4.486 0.188 0.395 -0.58
C 3.134 -0.688 -0.034 -0.58
C 2.218 -1.142 1.261 -1.02
C 0.772 -0.381 1.374 1.22
C 0.945 0.728 2.593 -0.67
C 0.132 2.132 2.344 -0.08
O 0.855 3.286 2.304 -0.58
C -1.494 2.303 2.187 0.58
C -2.084 2.822 0.713 -0.27
C -3.680 3.082 0.412 -0.31
C -4.788 2.817 1.608 -0.41
C -4.239 2.301 3.094 -0.48
C -2.614 2.051 3.357 -0.24
O 0.249 0.399 0.239 -0.42
C -0.606 -0.574 -0.515 0.52
O -0.579 -0.904 -1.818 -0.60
O -1.524 -1.030 0.542 0.02
C -0.593 -1.246 1.700 -0.13
C -0.499 -2.867 1.924 -0.60
C -1.934 -3.654 1.960 -0.31
C -1.899 -5.181 1.346 0.41
C -1.321 -5.292 -0.184 -1.14
C -1.080 -6.269 2.259 -1.04
H 12.122 -2.346 4.040 0.22
H 12.876 -0.729 3.318 0.19
H 12.784 -2.401 2.275 0.24
H 11.815 0.359 1.713 0.07
H 11.224 -0.948 0.464 0.26
H 9.728 1.242 0.391 0.26
H 9.359 1.155 2.252 0.16
H 8.594 -1.506 0.445 0.27
H 7.815 -0.855 2.091 0.21
H 6.799 1.160 0.874 0.24
H 7.503 0.678 -0.827 0.29
H 5.762 -0.979 -1.210 0.29
H 5.847 -1.719 0.526 0.29
H 4.524 0.455 1.534 0.29
H 4.480 1.130 -0.320 0.20
H 3.570 -1.680 -0.535 0.38
H 2.541 -0.140 -0.881 0.39
H 2.136 -2.330 1.189 0.25
H 2.908 -0.954 2.218 0.40
H 0.695 0.212 3.638 0.33
H 2.098 1.022 2.658 0.33
H -1.296 3.044 -0.126 0.34
H -3.980 3.471 -0.653 0.31
H -5.916 3.040 1.363 0.31
H -5.065 2.141 3.914 0.29
H -2.286 1.716 4.443 0.29
H -1.080 -0.845 2.689 0.17
H 0.182 -3.284 1.037 -0.03
H 0.080 -3.099 2.922 0.30
H -2.224 -3.766 3.113 0.27
H -2.828 -3.096 1.453 0.06
H -3.032 -5.549 1.309 0.16
H -1.749 -4.437 -0.862 0.21
H -0.135 -5.175 -0.158 0.27
H -1.518 -6.383 -0.627 0.36
H -0.737 -7.154 1.536 0.28
H -1.814 -6.793 3.040 0.30
H -0.137 -5.849 2.811 0.24
C 13.156 3.203 2.550 -0.94
O 11.733 3.235 2.551 -0.18
C 11.211 4.086 3.576 -0.50
C 10.768 5.437 3.005 -0.58
O 11.887 6.194 2.533 -0.38
C 12.017 6.137 1.117 -0.68
H 13.489 2.743 1.616 0.22
H 13.588 4.205 2.618 0.48
H 13.511 2.592 3.386 0.30
H 11.939 4.219 4.384 0.35
H 10.334 3.578 3.994 0.37
H 10.305 6.022 3.807 0.38
H 10.022 5.306 2.212 0.32
H 11.256 6.772 0.652 0.33
H 11.929 5.119 0.737 0.26
H 13.004 6.523 0.847 0.25
C -3.616 -0.598 -6.287 -0.61
O -3.776 0.816 -6.284 -0.39
C -5.016 1.220 -5.694 -0.56
C -4.812 1.717 -4.259 -0.65
O -4.404 0.652 -3.394 0.02
C -3.006 0.678 -3.130 -0.80
H -2.573 -0.825 -6.520 0.25
H -3.860 -1.039 -5.316 0.18
H -4.251 -1.040 -7.061 0.33
H -5.750 0.407 -5.730 0.31
H -5.402 2.047 -6.300 0.40
H -5.770 2.087 -3.877 0.35
H -4.095 2.545 -4.225 0.36
H -2.779 1.482 -2.423 0.21
H -2.420 0.811 -4.040 0.43
H -2.725 -0.275 -2.675 0.11
C -6.579 -3.723 0.830 -0.81
O -5.538 -2.763 0.686 -0.31
C -5.109 -2.629 -0.673 -0.23
C -5.707 -1.377 -1.323 -0.19
O -7.126 -1.495 -1.470 -0.39
C -7.833 -0.773 -0.468 -0.64
H -7.019 -3.606 1.823 0.27
H -7.365 -3.590 0.082 0.31
H -6.163 -4.732 0.749 0.29
H -5.351 -3.528 -1.251 0.37
H -4.018 -2.526 -0.654 0.12
H -5.291 -1.273 -2.331 0.16
H -5.447 -0.475 -0.758 0.31
H -7.792 0.298 -0.689 0.26
H -7.435 -0.959 0.529 0.45
H -8.878 -1.093 -0.489 0.08
C -11.641 -0.934 -1.874 -0.87
O -10.600 0.026 -2.018 -0.31
C -10.172 0.161 -3.377 -0.22
C -10.769 1.413 -4.027 -0.61
O -12.188 1.294 -4.174 -0.37
C -12.895 2.017 -3.172 -0.69
H -12.081 -0.816 -0.881 0.24
H -12.427 -0.800 -2.622 0.44
H -11.225 -1.943 -1.954 0.31
H -10.414 -0.738 -3.955 0.36
H -9.081 0.263 -3.357 0.20
H -10.353 1.517 -5.035 0.38
H -10.509 2.315 -3.462 0.33
H -12.855 3.088 -3.392 0.33
H -12.497 1.831 -2.174 0.28
H -13.940 1.697 -3.192 0.24
```


Record 3
Entry from OMol25: a structure of composition C41H82As3IN8O7RbS2Si2Te at a distorted geometry (wB97M-V/def2-TZVPD).

Computed properties:
* energy relative to the best compared isomer or geometry (same formula, charge and spin): 24.6 kJ/mol
* electronic energy: -11248.7877 a.u.
* total charge: -1
* orbital gap: 6.50 eV
* HOMO level: -4.672 eV
* F_max: 0.0241 hartree/bohr

```
148
Properties=species:S:1:pos:R:3:mulliken_charge:R:1
Rb 0.607 0.197 -0.260 -0.06
C 6.377 1.315 -4.055 -1.34
C 5.302 1.956 -3.194 -0.02
N 5.022 1.107 -2.048 -0.49
C 4.086 1.486 -1.068 -0.03
S 2.762 2.460 -1.526 -0.24
N 4.359 0.983 0.106 -1.23
N 3.357 1.063 1.040 1.60
C 3.681 1.467 2.209 -0.33
C 5.042 1.986 2.584 -2.00
C 2.629 1.415 3.259 1.03
C 2.840 2.001 4.510 -0.85
C 1.866 1.893 5.488 -0.81
C 0.707 1.190 5.205 -1.27
C 0.579 0.644 3.935 -0.63
N 1.495 0.756 2.983 0.97
H 6.600 1.942 -4.919 0.41
H 6.047 0.339 -4.418 0.27
H 7.307 1.174 -3.496 0.36
H 4.380 2.074 -3.764 -0.08
H 5.603 2.964 -2.883 0.37
H 5.857 0.748 -1.599 0.21
H 5.707 1.896 1.731 0.43
H 5.456 1.425 3.427 0.37
H 4.987 3.036 2.879 0.36
H 3.757 2.533 4.715 0.47
H 2.017 2.344 6.461 0.41
H -0.080 1.064 5.937 0.51
H -0.300 0.065 3.668 0.58
C -3.273 -0.260 2.026 -1.07
As -2.230 1.388 1.892 0.61
C -2.540 1.916 3.776 -1.38
C -3.701 2.430 1.050 -2.46
C -3.546 3.931 0.752 2.87
C -4.927 4.451 0.317 -2.36
C -2.591 4.217 -0.424 -2.45
As -0.798 3.371 -0.571 1.07
C -0.229 4.560 -2.022 -1.33
C 0.163 4.284 0.880 -0.98
C -3.077 4.719 1.985 -1.11
As -4.370 4.905 3.473 0.21
C -3.050 5.557 4.775 -1.13
C -5.074 6.685 3.011 -1.16
H -4.255 -0.067 2.464 0.58
H -2.714 -0.952 2.657 -0.11
H -3.354 -0.703 1.035 0.37
H -3.576 2.216 3.936 0.56
H -1.867 2.716 4.084 0.13
H -2.336 1.045 4.402 0.53
H -4.575 2.277 1.691 0.70
H -3.906 1.906 0.109 0.46
H -5.270 3.914 -0.571 0.48
H -4.883 5.516 0.072 0.40
H -5.677 4.305 1.100 0.52
H -2.456 5.300 -0.506 0.67
H -3.087 3.901 -1.350 0.54
H -0.329 5.608 -1.734 0.49
H -0.841 4.359 -2.902 0.30
H 0.808 4.336 -2.269 0.29
H -0.145 5.326 0.975 0.36
H 1.225 4.221 0.635 0.41
H 0.000 3.760 1.824 0.03
H -2.805 5.737 1.688 1.02
H -2.176 4.270 2.406 -0.27
H -2.451 4.721 5.134 0.25
H -3.569 6.002 5.624 0.41
H -2.394 6.301 4.323 0.36
H -5.793 6.604 2.197 0.35
H -4.267 7.357 2.712 0.32
H -5.582 7.101 3.881 0.42
C -2.524 -5.135 6.120 -1.07
Si -2.322 -4.421 4.390 0.15
C -2.233 -5.832 3.159 -0.93
C -3.814 -3.352 3.995 -0.92
C -0.746 -3.404 4.364 -0.83
Te -0.020 -2.913 2.397 0.13
C 2.017 -2.641 3.024 -0.11
Si 3.286 -3.463 1.915 0.13
C 4.987 -3.094 2.635 -1.10
C 3.019 -5.323 1.879 -1.12
C 3.149 -2.744 0.199 0.62
H -3.440 -5.728 6.198 0.28
H -2.573 -4.344 6.873 0.31
H -1.682 -5.785 6.374 0.30
H -3.129 -6.455 3.233 0.33
H -1.363 -6.468 3.344 0.30
H -2.154 -5.465 2.134 0.26
H -4.737 -3.917 4.150 0.43
H -3.802 -3.014 2.955 0.25
H -3.854 -2.463 4.630 0.28
H 0.041 -3.989 4.848 0.50
H -0.876 -2.484 4.941 0.35
H 2.060 -3.012 4.051 0.60
H 2.207 -1.569 3.047 -0.50
H 5.080 -3.465 3.659 0.30
H 5.169 -2.015 2.643 0.27
H 5.775 -3.559 2.036 0.32
H 3.202 -5.773 2.859 0.29
H 3.698 -5.790 1.161 0.31
H 1.996 -5.560 1.579 0.31
H 3.387 -1.676 0.206 -0.16
H 2.135 -2.870 -0.199 -0.40
H 3.845 -3.235 -0.487 0.22
C 0.141 -5.099 -6.363 -1.33
C -0.835 -4.130 -5.710 0.05
S -0.735 -2.540 -6.509 1.25
O 0.580 -2.002 -6.278 -0.57
O -1.216 -2.687 -7.861 -0.71
C -1.929 -1.549 -5.618 0.24
C -1.829 -0.069 -6.012 -1.66
N -0.876 0.666 -5.199 0.40
C -1.068 0.964 -3.885 0.61
N -0.007 1.520 -3.344 0.44
C 0.934 1.595 -4.317 -0.46
C 0.423 1.086 -5.477 -0.21
N 1.045 1.076 -6.753 1.19
O 2.251 1.219 -6.779 -0.65
O 0.371 0.819 -7.745 -0.69
C -2.324 0.695 -3.135 0.06
H 0.112 -6.053 -5.838 0.39
H 1.160 -4.714 -6.312 0.28
H -0.119 -5.265 -7.408 0.38
H -0.606 -3.968 -4.656 -0.28
H -1.871 -4.463 -5.799 0.52
H -1.776 -1.700 -4.548 -0.42
H -2.907 -1.943 -5.898 0.73
H -2.809 0.388 -5.879 0.40
H -1.558 0.043 -7.054 0.58
H 1.915 2.005 -4.126 0.16
H -3.206 0.685 -3.778 0.50
H -2.437 1.477 -2.386 -0.94
H -2.266 -0.244 -2.578 -0.34
N 3.753 -1.442 -2.855 0.12
C 2.462 -1.714 -3.082 0.00
O 1.575 -0.876 -3.131 0.42
C 2.001 -3.146 -3.274 0.27
I 3.466 -4.704 -3.356 -0.03
H 4.046 -0.486 -2.654 0.05
H 4.416 -2.186 -2.733 0.17
H 1.478 -3.180 -4.225 -0.05
H 1.320 -3.377 -2.454 -0.23
C -2.014 -2.986 -1.943 -1.01
O 0.067 -2.572 -0.869 -0.76
C -1.107 -2.158 -1.022 0.58
O -1.619 -1.150 -0.473 0.06
H -1.428 -3.450 -2.737 -0.28
H -2.832 -2.392 -2.355 0.37
H -2.455 -3.791 -1.349 0.42
```